# 1
{
  "formula": "C34H84BGaIN12O5P4",
  "method": "ωB97M-V/def2-TZVPD",
  "e_lumo_ev": 1.00,
  "spin_multiplicity": 1,
  "total_charge": -1,
  "homo_lumo_gap_ev": 5.36,
  "symbols": ["H", "H", "H", "H", "H", "H", "H", "H", "H", "C", "H", "I", "H", "H", "H", "N", "H", "O", "B", "C", "C", "H", "H", "H", "C", "H", "H", "H", "H", "H", "H", "H", "H", "N", "H", "C", "H", "C", "C", "H", "H", "C", "H", "C", "H", "H", "H", "H", "O", "C", "H", "Ga", "O", "N", "H", "C", "H", "H", "C", "H", "H", "N", "N", "H", "H", "C", "C", "H", "N", "H", "H", "H", "N", "H", "H", "P", "C", "C", "N", "H", "H", "C", "C", "P", "P", "H", "P", "C", "H", "H", "H", "C", "H", "C", "N", "H", "H", "H", "H", "H", "C", "H", "H", "H", "H", "H", "C", "H", "C", "H", "C", "H", "C", "H", "H", "H", "H", "N", "H", "H", "H", "N", "H", "H", "O", "H", "C", "H", "C", "C", "H", "H", "H", "C", "C", "O", "H", "C", "C", "H", "C", "N"],
  "positions_angstrom": [[-11.7467, 5.7979, -0.5747], [1.0001, 4.6807, 1.2754], [2.3762, -7.7278, -6.2247], [-10.4988, 4.8883, 4.5892], [6.3521, -5.1442, -1.5668], [-8.6462, 4.5231, -1.1497], [7.5469, -4.0672, -0.8213], [8.0474, 1.7132, 0.6997], [-6.9268, 4.4101, 3.3934], [5.4158, -0.3282, -1.7193], [9.6835, -2.6472, -4.6786], [-3.9373, 3.5795, 6.7122], [-11.6086, 1.8577, 0.2643], [3.0279, -5.2388, -0.4970], [7.7301, -5.5011, -3.2502], [6.9943, -3.5696, -2.8311], [-5.2765, 4.3623, 3.9766], [-4.4818, 0.5590, 2.4767], [-4.6761, 1.6994, 3.2670], [1.5363, -7.1405, -1.2921], [4.3436, 1.8413, 4.4809], [7.4400, 3.5598, 1.6889], [4.3788, -7.2305, -4.7488], [-12.7830, 6.2551, 1.3701], [-1.3469, 4.4647, 3.7369], [0.5794, -6.7551, -0.9221], [-0.9027, -6.9170, -2.4421], [-11.5009, 7.3408, 1.9609], [-9.5696, 3.0590, -0.7914], [8.4043, 1.3734, 3.6751], [7.3700, 0.0868, 0.6777], [3.2440, -4.3839, -2.0028], [0.9835, -8.5023, -5.4472], [-12.2393, 3.6702, 1.2272], [0.0146, -6.5259, -6.2987], [-10.8268, 5.7635, 4.0367], [-1.6016, -7.4837, -3.9364], [-5.9238, 4.0403, 3.1604], [-12.2152, 2.7481, 0.0763], [4.1725, -8.8218, -3.9917], [2.2243, 0.6639, 3.7607], [-1.0642, 2.3516, 2.5933], [7.3545, -2.1094, -6.5269], [3.0495, 0.4148, 3.0911], [9.6348, -0.9335, -4.2520], [2.5327, -9.2956, -5.4180], [6.4377, 4.9560, 1.4143], [-6.8190, 2.0637, 3.5822], [4.9335, 0.1474, 1.2549], [-1.6547, -0.3978, 5.8876], [1.6540, -4.3861, -1.2241], [-3.1522, 2.1801, 4.6403], [-9.3986, 4.0910, 2.6059], [0.1870, -6.4078, -4.1747], [0.3922, 2.2810, 1.0338], [-2.2874, 0.5074, 5.3957], [-1.8398, 5.0837, 4.4773], [7.1505, 2.5530, 3.9785], [-10.6664, 5.8855, -0.4002], [4.2424, 5.0564, 1.8297], [-6.2880, 2.3265, 1.9371], [5.7250, -1.5400, -2.4705], [-11.4609, 5.3865, 2.7771], [-0.0902, 6.0562, 3.0130], [-11.5441, 6.2886, 4.6733], [2.0531, -8.3182, -5.3627], [-1.6982, 3.1279, 3.5670], [-5.6151, 4.5561, 2.2492], [6.7807, 1.2286, 2.3491], [1.3761, -8.1120, -1.7544], [-13.2307, 2.4278, -0.1582], [-8.3408, 3.6458, 0.3345], [5.3612, 3.2501, 2.0225], [9.0024, -4.3308, -2.8681], [8.6716, 0.4639, 1.7825], [5.1558, 1.5286, 1.8088], [-6.0153, 2.5153, 2.9927], [-0.6529, -7.3190, -3.4258], [2.3864, -7.6732, -4.0771], [6.4537, 3.6502, 0.2188], [-0.1053, -4.8999, -5.6166], [-9.1304, 3.9659, -0.3492], [0.2549, 4.2483, 1.9351], [1.8382, -6.0236, -3.8722], [-10.6872, 4.1638, 1.8510], [3.9445, 3.8765, 0.5374], [7.3711, -1.8658, -2.7963], [4.1388, 3.9936, 1.6084], [-12.5963, 2.0575, 2.6004], [-11.8410, 3.2421, -0.8187], [-1.4505, -6.0088, -5.4558], [-0.3640, 5.0093, 2.9118], [4.7852, -2.8608, -3.8228], [2.5394, -4.9937, -1.4435], [4.0484, 1.4796, 3.1086], [2.6206, 0.2941, 2.1008], [-1.3439, 1.3099, 2.4730], [-0.2036, -8.3109, -3.2940], [-14.0517, 2.7776, 1.8852], [3.4191, 2.0945, 5.0073], [-13.0551, 2.9953, 2.2716], [5.4784, 0.5681, -2.3531], [4.5204, -1.1350, -4.1694], [2.1703, -7.3299, -0.4197], [-4.7283, 0.8284, 1.5815], [-12.8799, 6.9133, 2.9779], [6.4780, 3.8738, 1.2890], [4.4107, -0.3804, -1.3013], [6.6787, -4.1059, -1.4875], [-9.9619, 6.4183, 3.8803], [7.7609, 0.8630, 1.3364], [6.0865, -0.2099, -0.8814], [-12.1775, 6.5220, 2.2342], [9.2663, -1.4299, -5.8908], [3.4744, -0.5462, 3.4068], [5.8696, -3.5581, -1.0108], [6.0802, -1.2701, -5.6786], [7.7327, -1.8059, -4.4818], [-10.4704, 6.8402, 0.0944], [4.9738, 2.7254, 4.5511], [6.9152, 0.8467, 4.4196], [2.1877, -6.2022, -2.1860], [6.2941, -3.0229, -5.4801], [8.1785, -4.3106, -4.4383], [1.7253, -4.5238, -3.8071], [3.2623, 3.6421, 2.1472], [-0.3636, -5.9471, -5.4417], [3.6991, -1.9421, -2.8329], [4.6473, -1.8795, -3.3741], [7.3232, 1.5171, 3.6583], [-13.1799, 3.6329, 3.1428], [-10.2070, 5.9545, -1.3861], [4.8173, 1.0157, 5.0261], [9.1380, -1.7052, -4.8446], [-0.0866, 2.9107, 1.7778], [7.9676, -0.5545, -2.3738], [4.2037, -7.3782, -2.9974], [6.8217, -2.0658, -5.5763], [3.8653, -7.7761, -3.9506], [-0.8955, -1.0056, 6.3201], [8.0388, -4.4621, -3.3692], [-10.1196, 4.7765, 0.3507]],
  "forces_ev_per_angstrom": [[0.0, 0.0, 0.1], [0.0, 0.1, 0.1], [0.1, -0.1, -0.1], [0.1, 0.0, -0.1], [0.1, 0.0, -0.1], [-0.1, 0.2, 0.0], [0.0, -0.2, 0.0], [0.1, -0.1, 0.0], [0.1, 0.2, -0.1], [0.1, 0.3, -0.2], [0.1, 0.0, -0.1], [0.1, 0.1, 0.1], [-0.1, -0.1, 0.0], [-0.1, -0.3, 0.0], [-0.1, 0.0, 0.2], [2.4, -0.2, 2.1], [0.1, -0.2, 0.0], [0.6, 0.8, -0.2], [-0.6, -0.3, 0.5], [0.4, -0.5, 0.0], [-0.1, 0.7, 0.1], [-0.1, -0.2, 0.0], [0.0, -0.1, -0.1], [0.2, -0.1, -0.1], [0.4, -0.3, -0.7], [0.0, 0.0, 0.0], [0.1, -0.1, 0.0], [0.0, 0.0, 0.0], [0.1, 0.0, -0.1], [0.0, 0.0, -0.2], [0.0, 0.0, 0.0], [-0.1, 0.1, 0.0], [0.0, 0.2, 0.1], [0.9, -2.6, 1.2], [-0.1, 0.0, 0.0], [0.3, -0.1, 0.1], [0.1, 0.1, -0.2], [-0.9, 0.1, 0.4], [0.2, 0.2, -0.5], [-0.1, 0.0, -0.1], [0.1, 0.1, 0.1], [0.2, 0.5, 0.0], [0.2, 0.0, 0.1], [0.0, -0.2, -0.2], [-0.1, 0.0, 0.1], [0.1, 0.1, 0.1], [-0.2, 0.0, 0.0], [0.1, 0.1, 0.2], [-0.9, 1.8, -3.0], [0.6, 0.1, 0.1], [0.1, 0.1, 0.1], [0.3, -0.8, -0.3], [-0.8, -3.3, 0.1], [-0.2, 0.1, -0.9], [0.1, 0.2, -0.1], [-0.3, 0.7, -0.1], [0.0, -0.1, 0.1], [-0.1, 0.0, 0.1], [-0.5, 0.0, 0.0], [0.2, 0.0, 0.0], [-0.2, -0.1, 0.1], [0.3, 0.2, 0.1], [0.1, 0.0, 0.3], [0.0, 0.0, 0.0], [-0.1, 0.0, -0.2], [-0.5, -0.1, -0.1], [-0.7, -0.4, 0.9], [0.2, -0.2, 0.0], [0.6, 0.0, -0.2], [-0.1, 0.1, -0.2], [0.0, 0.0, 0.2], [-0.1, 0.0, 0.1], [-1.3, 0.1, -3.1], [0.0, -0.1, 0.0], [-0.1, 0.0, 0.2], [2.1, -2.2, 6.8], [1.0, 0.3, -1.0], [0.3, -0.4, 0.2], [2.0, 1.3, -2.5], [0.0, 0.1, 0.0], [0.1, 0.0, 0.0], [0.2, -0.3, 0.4], [0.2, -0.2, -0.2], [-4.6, -1.0, 6.5], [-0.1, 6.4, -1.1], [0.0, 0.2, 0.0], [-4.7, 2.3, -4.1], [-0.4, 0.1, 0.3], [-0.1, -0.1, -0.1], [0.2, 0.1, 0.1], [0.0, -0.1, 0.2], [-0.1, 0.5, 0.1], [0.1, 0.1, -0.1], [-0.1, 0.3, -0.2], [-0.2, -0.2, -0.3], [0.1, -0.1, 0.0], [0.0, 0.0, 0.0], [0.0, 0.0, 0.1], [0.1, 0.0, -0.1], [-0.1, -0.1, -0.1], [-0.2, 0.2, 0.2], [0.0, 0.0, 0.0], [0.0, 0.0, 0.0], [0.0, 0.1, 0.0], [-0.5, -0.5, 0.0], [0.1, 0.0, 0.1], [0.5, -0.1, 0.2], [0.0, -0.2, -0.1], [-0.5, 0.0, 0.3], [0.0, 0.0, 0.1], [-0.3, -0.1, -0.3], [0.0, 0.0, 0.0], [-0.5, -0.2, -0.1], [-0.2, 0.0, 0.0], [0.0, 0.0, 0.0], [0.0, 0.2, -0.2], [-0.1, -0.1, 0.0], [0.6, 0.0, -0.2], [-0.1, 0.0, 0.0], [0.1, -0.1, -0.1], [0.0, 0.1, 0.1], [0.3, 0.1, 0.2], [-0.1, 0.1, 0.0], [0.0, 0.2, 0.0], [2.2, -0.1, -3.4], [0.1, -0.2, 0.0], [0.4, 0.3, -0.2], [0.0, 0.1, 0.1], [-0.4, -0.5, 0.1], [-0.2, 0.4, 0.1], [0.2, 0.1, -0.1], [0.1, -0.2, 0.0], [0.0, 0.0, 0.0], [0.2, 0.2, 0.4], [-0.2, -0.3, 0.1], [2.0, -2.1, 1.9], [-0.2, 0.1, 0.0], [-0.3, -0.4, 0.1], [0.2, -0.1, 0.4], [-0.2, -0.3, 0.0], [0.0, 0.1, -0.6], [0.2, -0.4, -0.4]]
}

***

# 2
{
  "formula": "C4H12N2S",
  "method": "ωB97M-V/def2-TZVPD",
  "e_lumo_ev": 0.71,
  "e_above_lowest_kcal_mol": 38.78,
  "spin_multiplicity": 1,
  "total_charge": 0,
  "smiles": "NC[C@@H](N)CCS",
  "homo_lumo_gap_ev": 9.77,
  "symbols": ["H", "H", "H", "H", "H", "H", "H", "C", "H", "N", "S", "H", "N", "C", "C", "C", "H", "H", "H"],
  "positions_angstrom": [[-0.6394, 1.4040, -1.2074], [0.4666, 1.5919, 1.6389], [-0.0797, -2.8379, -1.9475], [0.0718, -0.4627, -1.7775], [-0.2775, -0.7156, 1.4326], [-1.1854, -0.9482, -0.7949], [-0.5987, 2.8594, -0.1874], [-0.1511, -1.0768, -0.8292], [1.3593, 1.5144, 0.2067], [1.8231, -0.6670, 0.9500], [-2.2126, 1.5046, 0.8298], [1.8699, -1.6936, 0.9495], [0.2123, -2.4999, -0.9657], [0.3850, -0.3813, 0.5496], [0.4092, 1.2190, 0.5793], [-0.7876, 1.7951, -0.1420], [-2.7175, 2.8885, 0.9007], [2.1870, -0.3490, 0.1058], [-0.1347, -3.1450, -0.2913]],
  "forces_ev_per_angstrom": [[-1.4, 0.5, 1.2], [-0.4, -0.7, -0.8], [0.7, 0.6, 2.3], [0.6, -1.2, 1.3], [0.8, 0.2, -1.5], [-2.1, 0.2, 0.3], [-0.3, 0.3, -0.2], [1.5, 1.0, 0.7], [0.7, 0.4, -1.1], [-3.0, -1.4, 0.6], [-2.4, 2.0, 0.4], [0.5, 0.4, -0.1], [0.4, 0.6, -3.2], [0.1, 0.5, 1.5], [-0.9, -1.8, 1.3], [2.7, 0.5, -1.5], [0.9, -2.5, -0.2], [2.1, 0.2, -1.6], [-0.6, 0.0, 0.6]]
}

***

# 3
{
  "formula": "C4H14O4",
  "method": "ωB97M-V/def2-TZVPD",
  "e_lumo_ev": 0.19,
  "e_above_lowest_kcal_mol": 35.82,
  "spin_multiplicity": 1,
  "total_charge": 0,
  "smiles": "OCCCCO.O.O",
  "homo_lumo_gap_ev": 10.19,
  "symbols": ["H", "H", "H", "H", "O", "O", "H", "C", "H", "H", "H", "H", "C", "H", "C", "H", "H", "H", "H", "O", "C", "O"],
  "positions_angstrom": [[-0.1942, -0.2848, -2.4872], [-0.4061, 2.7431, 2.4692], [0.5362, -1.2738, 1.1560], [-1.6391, -2.0056, -0.8285], [-0.7980, -2.7272, -2.3022], [-2.2167, 2.2212, 0.8985], [0.2159, 0.4149, 1.1575], [-0.2861, -0.4076, -1.4212], [-2.6113, 2.9562, 1.4095], [-1.1014, 0.2446, -1.0924], [1.8779, -0.5065, -1.2014], [-2.9325, 1.5615, 1.0944], [-0.5934, -1.8645, -1.1502], [0.0941, -2.3342, -0.4751], [1.0180, -0.0386, -0.6826], [-0.1362, -2.4967, -2.9866], [1.1366, 1.0424, -0.6450], [2.8036, 0.2902, 1.1599], [-0.1546, 2.2245, 1.0854], [2.2357, -0.4755, 1.3833], [0.9476, -0.3290, 0.8553], [0.2880, 2.6729, 1.8109]],
  "forces_ev_per_angstrom": [[0.1, 0.3, -0.5], [0.0, 0.0, 0.1], [-0.6, -0.6, -0.4], [0.6, 0.6, 1.2], [1.5, 0.7, -1.0], [-2.2, -0.5, 1.0], [0.6, 0.4, 1.2], [0.6, -0.1, 0.8], [0.7, 0.0, -0.5], [0.0, -0.1, 0.0], [-0.3, 0.1, 0.6], [1.1, 0.3, -0.6], [-2.7, -1.2, -1.1], [0.4, -0.2, 0.3], [-0.4, -0.2, 0.4], [-0.4, -0.3, 0.5], [0.4, 0.2, -0.7], [-0.6, -0.5, 0.2], [-0.2, 0.2, 0.0], [0.9, 1.5, 0.6], [0.0, -1.0, -2.1], [0.5, 0.2, 0.1]]
}

***

# 4
{
  "formula": "C3H7N2O2",
  "method": "ωB97M-V/def2-TZVPD",
  "e_lumo_ev": [-5.07, -5.07],
  "e_above_lowest_kcal_mol": 144.08,
  "spin_multiplicity": 1,
  "total_charge": 1,
  "homo_lumo_gap_ev": [8.54, 8.54],
  "symbols": ["O", "H", "H", "C", "N", "H", "H", "C", "O", "H", "N", "H", "H", "C"],
  "positions_angstrom": [[2.2038, -1.0307, 0.7765], [-2.9817, 0.8182, 1.0589], [-1.8898, 0.9753, -1.1567], [0.5623, -0.0783, -0.3432], [1.0721, -0.5907, 0.7119], [1.0868, -0.9021, -2.2152], [-1.4994, 0.1315, 1.6820], [1.0993, 0.0568, -1.6882], [0.2955, -0.6380, 1.8786], [2.1338, 0.4084, -1.6318], [-2.0201, 0.5150, 0.8817], [0.5306, 0.7750, -2.2765], [0.8707, -1.0316, 2.5669], [-1.4639, 0.5911, -0.2448]],
  "forces_ev_per_angstrom": [[0.6, -0.3, 0.2], [0.2, 0.0, -0.2], [-0.3, 0.1, -0.1], [-4.9, 1.7, -0.1], [-0.1, -0.1, 0.4], [0.1, 0.0, 0.0], [0.0, 0.1, -0.3], [0.5, -0.1, -0.5], [-0.4, 0.2, -0.1], [0.0, -0.1, 0.0], [-0.7, 0.1, 0.5], [0.0, 0.0, 0.1], [0.2, 0.1, -0.5], [4.9, -1.8, 0.4]]
}

***

# 5
{
  "formula": "C3H3N4O",
  "method": "ωB97M-V/def2-TZVPD",
  "e_lumo_ev": [-8.74, -6.87],
  "e_above_lowest_kcal_mol": 45.72,
  "spin_multiplicity": 1,
  "total_charge": 1,
  "homo_lumo_gap_ev": [6.85, 9.02],
  "symbols": ["H", "N", "C", "N", "C", "H", "N", "N", "O", "H", "C"],
  "positions_angstrom": [[-1.0882, -1.9685, -0.0818], [-0.6051, 0.0176, -0.2120], [1.4529, -0.3167, 0.3682], [5.2646, 0.0044, -0.2276], [1.0245, -1.6595, -0.0289], [0.6112, 1.7368, 0.1840], [4.2666, 0.0246, 0.1690], [-0.2678, -1.3533, -0.0555], [1.6932, -2.6348, -0.0840], [-1.5471, 0.2358, -0.5495], [0.5871, 0.6423, 0.0364]],
  "forces_ev_per_angstrom": [[0.7, -0.1, -0.3], [2.8, -3.5, 0.8], [2.6, 0.8, -0.4], [2.4, -0.1, -0.9], [2.6, 2.6, 1.8], [0.2, -0.8, -0.5], [-2.4, 0.0, 0.9], [-7.2, -0.2, -1.8], [-0.3, -1.9, -0.4], [0.3, 0.4, 0.3], [-1.7, 2.7, 0.6]]
}

***

| no. | total energy (eV) |
| --- | --- |
| 1 | -163045.7022 |
| 2 | -18156.3370 |
| 3 | -12563.4749 |
| 4 | -10286.5629 |
| 5 | -11154.8048 |